[1]
Here is a molecular structure, C47H34BrF4INO2PPdTe from OMol25. Energies are from ωB97M-V/def2-TZVPD.

- LUMO energy (eV) = -0.30
- energy above the lowest of the compared OMol25 structures with the same formula, charge and spin (kcal per mole) = 5.9
- max |F| (eV/A) = 0.4
- HOMO energy (eV) = -7.581

Geometry as ORCA input:
```
! RIJCOSX wB97M-V def2-TZVPD def2/J DEFGRID3
* xyz 0 1
O 2.10263 -0.69623 -1.74297
C -2.08079 2.43853 2.09667
C 2.86515 -0.59712 -0.70818
C -0.57986 2.90702 -0.18565
Pd 0.22178 -0.03445 -1.78123
C 5.96175 2.32273 -3.61533
C -5.87124 -1.15858 -1.76084
C 4.73564 -0.11402 1.39146
H -2.66727 2.24719 2.98652
H -3.07080 -2.95861 6.59410
H 1.22277 -3.52663 4.69731
C 3.38790 -0.18181 1.64142
C 1.18358 -2.26592 2.96672
H -2.00624 -0.94688 0.01725
C -4.54688 0.76985 -1.28954
C -2.54985 3.63510 -2.71252
H -3.94052 -1.56243 2.64430
H -3.18102 1.03506 0.92643
H 3.04123 -0.04002 2.65827
H 7.38086 0.25636 -5.89319
P -1.79258 1.07607 -1.79938
C 6.18076 -0.37567 -4.23642
C -3.53042 -1.11870 -2.31676
H -2.09728 -5.38647 3.20777
O 4.63000 -2.15342 -2.71019
H 0.00738 0.90572 2.88423
Te -3.01675 -3.81944 0.67634
F -7.03459 -1.79325 -1.73938
H -2.40672 3.98806 -1.70062
C -2.27601 2.31369 -3.04573
H 5.72162 -0.59811 3.25187
C 0.05812 -0.35000 4.63030
C -4.75279 -1.76605 -2.30425
C -3.04865 -3.10608 5.52175
C 5.72718 0.18093 2.48699
C 4.26900 -0.64655 -0.93227
N 0.06136 -0.73250 0.17676
H 0.52669 4.29768 1.00324
C 6.80883 0.56843 -5.02898
H 0.21777 -1.82458 6.18015
H -3.95939 -1.21243 5.08511
C -3.23108 4.06959 -4.97714
C -1.19264 -1.37693 0.59060
H -3.22029 5.54190 -3.41705
H 6.73964 0.24430 2.08876
C -0.29193 3.59039 0.98423
F -4.89219 -2.98817 -2.81018
H -1.41055 -1.20271 1.64474
H -0.82270 3.89617 3.04146
F -6.84361 0.73614 -0.77290
C -3.39102 0.16137 -1.76336
H 5.50606 1.12822 2.98158
C -5.77043 0.12316 -1.26093
C 0.27079 -0.06376 3.29018
H -2.13498 -5.04357 5.64883
H 6.21864 -0.36005 -0.15260
H 5.86556 3.37510 -3.38182
C 2.42988 -0.42398 0.63180
C -2.52375 -4.27557 4.99198
C 0.95528 -2.55445 4.30414
H 4.76045 1.68532 -1.95423
C 4.76164 -1.02297 -2.30207
C -3.54830 -2.12682 4.67599
H 1.65211 -2.99942 2.32125
C -3.00722 -3.49323 2.76352
H -3.59608 4.75521 -5.73083
H -0.37121 0.40259 5.27969
C 6.69836 1.91928 -4.71890
H 6.23709 -1.43148 -4.46593
F -4.53338 2.03544 -0.86242
C -3.53228 -2.32083 3.30161
C -2.97809 2.74448 -5.30749
C 5.15671 -0.37066 0.07532
C -1.04622 3.36097 2.12750
C 5.34287 1.37540 -2.81238
C -2.37253 1.75371 0.92519
H -0.86364 -3.08560 -0.70383
C 0.39263 -1.59793 5.13665
I 0.86632 0.92747 -4.09973
C -2.49917 1.86942 -4.34875
C -2.50100 -4.46926 3.61744
H 0.02579 3.07419 -1.07029
C 1.05562 -0.69720 1.00898
H -3.14074 2.39278 -6.31765
H 7.18456 2.65816 -5.34328
H -0.39425 -3.35180 0.97691
C 5.45053 0.02337 -3.11962
C 0.82583 -1.02570 2.45361
Br -2.12432 -2.01519 -3.19150
C -1.12768 -2.87323 0.33043
H -2.28406 0.84303 -4.61787
C -1.63633 1.99428 -0.22913
C -3.01703 4.51259 -3.68198
*
```

---

[2]
Here is a molecular structure, C47H35I2N5O4V from OMol25. Energies are from ωB97M-V/def2-TZVPD.

- LUMO energy (eV) = -4.94
- energy above the lowest of the compared OMol25 structures with the same formula, charge and spin (kcal per mole) = 4.6
- max |F| (eV/A) = 0.5
- HOMO energy (eV) = -11.242

Geometry as ORCA input:
```
! RIJCOSX wB97M-V def2-TZVPD def2/J DEFGRID3
* xyz 1 1
N -0.27807 1.29558 1.11834
H 2.43222 -4.84617 2.92541
H -0.25376 0.89012 -3.85811
C -0.84836 1.60080 3.41885
C -0.68917 -4.77318 -2.73014
C 4.84648 0.78586 -3.75590
H -0.50625 -5.88083 -0.01653
N -1.32738 -5.70835 -2.51568
C -2.49332 1.61012 -1.29885
H -1.03811 4.07321 -6.60214
H 3.76765 2.61733 -4.12789
N 0.27331 -1.59839 -1.87164
H -1.54072 -3.66873 0.24165
C 3.84974 -0.83886 2.04267
C -1.03476 3.68704 -5.59170
C 1.57099 -4.58629 2.32348
C 0.13211 -2.66380 -2.38090
C -1.47307 3.98823 -3.24543
C -1.06969 3.40457 1.89071
C -4.72006 1.90193 -0.42475
H -1.84258 4.62039 -2.44787
C -0.12057 -2.98460 1.70431
C 4.78902 -0.44361 -3.12277
C -4.82001 -1.68283 3.26548
H -6.11073 0.31834 -0.82414
H -0.16402 -0.85486 3.67364
H -0.93734 1.16847 4.40560
N 0.04590 -3.70568 -3.03215
H -1.89460 -3.35732 3.55143
H -3.15071 3.32621 -0.17331
H 5.60889 -1.14470 -3.17285
H -1.07848 4.04462 -0.57389
V 0.30245 -0.27788 -0.55993
H -5.16772 -0.02839 1.94499
H -5.82803 -1.68668 3.65890
H -2.88800 -0.02656 1.03571
H 3.24939 -1.62790 1.60935
C -0.78134 -1.62316 1.78359
C -2.22990 -1.68273 2.24511
C 2.66770 1.23710 -2.91948
H 1.80546 1.88092 -2.80678
C 5.60021 -0.12328 3.51051
C 2.63139 0.85151 0.65261
O -0.80214 -1.10487 0.40676
C -4.17528 -0.08047 -1.66109
H -4.18063 -3.35149 4.45333
H -4.46376 -1.03460 -2.08223
C 3.63590 -0.75552 -2.41441
C 0.99478 -3.32705 2.45726
C -3.42098 2.36508 -0.59220
C 4.45681 1.49739 2.16537
C 3.76442 1.64629 -3.65335
C 3.66434 0.48047 1.63820
H -1.82638 5.48504 -4.73127
C -2.60601 -2.61801 3.20437
I 7.05167 -0.57333 4.92085
C -0.65666 -3.91941 0.81823
C -0.07934 -5.16960 0.67815
H 1.42369 -2.63844 3.17419
C 4.82053 -1.14508 2.98185
C -2.88404 0.38800 -1.83917
H -5.43517 2.50374 0.12120
H -0.25948 1.76690 -6.15239
C -0.54594 3.09821 -0.52657
C -1.17888 2.92285 3.17967
O 1.82010 -0.21965 0.30476
C -1.47486 4.47929 -4.54257
H 0.49963 3.29456 -0.77471
H 4.30329 2.51564 1.83440
H 5.72730 1.06496 -4.31915
C 1.04060 -5.50381 1.43168
H 1.06709 -0.70825 2.42457
C 0.00211 -0.61039 2.62555
H 1.48751 -6.48391 1.32862
C -3.15915 -0.74884 1.79594
C -5.09893 0.67878 -0.95534
H -1.33488 4.42597 1.65298
H -2.18241 -0.20163 -2.41783
C 5.42487 1.19653 3.10578
O -0.14999 1.03162 -1.52737
O 2.46108 1.93474 0.17665
C -1.02485 2.69795 -2.98611
C -4.45003 -0.75304 2.30563
C -0.59619 1.90037 -4.04289
C -0.59776 2.39517 -5.33891
C -0.39864 0.81595 2.37245
I 3.58305 -2.62981 -1.45656
H 6.04084 1.98106 3.52221
N 2.59371 0.04890 -2.30856
C -0.62855 2.56532 0.87725
C -1.08925 2.13325 -1.57286
H -1.52811 3.55996 3.98114
H 4.97489 -2.16846 3.29432
C -3.89610 -2.61591 3.71266
*
```

---

[3]
Here is a molecular structure, C47H38HfN2O6 at a distorted geometry from OMol25. Energies are from ωB97M-V/def2-TZVPD.

- LUMO energy (eV) = -0.17
- max |F| (eV/A) = 1.6
- HOMO energy (eV) = -8.483

Geometry as ORCA input:
```
! RIJCOSX wB97M-V def2-TZVPD def2/J DEFGRID3
* xyz 0 1
C 6.67468 0.23053 -1.62594
C -0.83121 -0.69509 -3.69731
H 3.14454 0.73856 -3.09299
C 5.55085 0.03108 -0.83885
H -4.44427 2.94241 -1.73083
C -4.39880 -0.19524 1.60205
H -1.89683 1.36209 1.53827
C -0.53816 5.61884 0.23724
C 5.26713 0.79567 -3.48379
H 7.41344 0.76153 -3.57457
H -2.48826 6.49529 0.60953
H 7.66127 0.07847 -1.20400
C -0.89763 1.61070 -5.14059
H 2.32704 -2.24915 -1.81963
C 3.54885 -1.79184 1.28736
H 3.18636 -5.16342 1.20143
C 4.13943 0.59890 -2.69003
H -3.41487 -1.58363 3.69073
H -0.90050 2.54624 -5.68322
C -2.22845 -3.17038 4.49920
C 0.16637 4.50618 -0.14664
H -2.79507 -2.19676 -0.59910
H 3.89116 -1.01754 1.96574
C -0.70333 -1.94655 -2.84781
O -0.09508 -1.72581 -1.72947
O 0.20901 2.27822 -0.85062
H 0.00068 6.52320 0.49774
C 3.07467 -1.46136 0.02259
C -1.91826 3.30584 -0.44664
H -0.87128 -4.73368 5.07564
C -2.50930 -2.17187 3.57687
C 3.02103 -0.01768 -0.49942
H -6.97595 -1.26064 -0.32540
H -6.51090 0.19447 1.62108
C 2.03562 0.85366 1.75728
C 3.59496 -3.11697 1.71159
H -5.10170 -2.45175 -1.44220
H 5.67439 -0.29124 0.19091
C 2.52112 0.74947 3.05256
H 0.14851 -2.55421 1.52375
H -2.90746 -3.34549 5.32435
C -1.91525 -0.78804 1.51199
H 0.65779 -4.32811 3.16294
C -0.49833 3.30869 -0.48866
H 3.96262 -3.34924 2.70397
C -3.34712 -0.86572 0.98905
H -3.69466 4.45369 -0.01124
H -4.47422 1.18392 -1.39397
C -5.70229 -0.33591 1.13236
H -1.65505 -1.69217 -5.37464
C 6.53654 0.61316 -2.95614
C 4.27192 0.21529 -1.36176
H -2.18994 0.65728 3.13645
H 3.99931 1.21348 1.01417
H 5.14922 1.09067 -4.51984
C -2.65116 2.13371 -0.87868
C 2.68009 -2.49316 -0.82716
N 0.71065 0.81039 1.50352
C -1.65269 -1.93386 2.50517
H -0.43452 0.33623 4.62200
C -0.14777 0.64441 2.53302
H 2.01569 0.44471 5.11293
O -2.07756 1.07578 -1.16807
C -1.61885 0.55316 2.21632
C 1.64675 0.55532 4.10005
C 2.71417 -3.81309 -0.40760
Hf -0.02145 0.17510 -0.81861
H 1.24913 4.50624 -0.19479
H -0.08727 2.46358 -3.33064
O 1.86988 0.18044 -1.27597
H 2.37768 -4.59444 -1.07804
N -0.40385 0.44351 -3.13597
C -4.91047 -1.81448 -0.58590
H -4.21536 0.45115 2.45240
C -1.08630 -3.94984 4.35955
H 3.58791 0.81860 3.22435
C -1.94574 5.61279 0.29726
H -1.72313 0.43489 -6.73908
C -5.96212 -1.14581 0.03832
C -3.61506 -1.67816 -0.11323
C -0.23266 -3.72346 3.28881
C -0.51290 -2.72114 2.36510
H -4.61844 2.35549 -0.07369
C -1.35245 0.43327 -5.72124
C -4.14243 2.15661 -1.03583
H 2.70751 1.96631 0.07906
C 0.29008 0.49817 3.83398
C -1.32118 -0.73993 -4.98808
C -2.61156 4.46981 -0.05047
O -1.01778 -0.87979 0.46547
C -0.43980 1.57620 -3.84098
C 3.16719 -4.13187 0.86896
O -1.13878 -2.99420 -3.27490
C 3.00020 1.05933 0.61117
*
```

---

[4]
Here is a molecular structure, C47H40BaBrF5N11O3P2S2 at a distorted geometry from OMol25. Energies are from ωB97M-V/def2-TZVPD.

- LUMO energy (eV) = -0.51
- energy above the lowest of the compared OMol25 structures with the same formula, charge and spin (kcal per mole) = 28.6
- max |F| (eV/A) = 4.7
- HOMO energy (eV) = -3.081

Geometry as ORCA input:
```
! RIJCOSX wB97M-V def2-TZVPD def2/J DEFGRID3
* xyz -1 1
H 3.07168 -0.91899 -11.24564
H 4.20223 -2.16568 6.24539
C -0.03121 0.62006 -4.95558
C 3.33563 -1.80088 5.70607
H -0.88180 1.16048 -8.18976
C 3.81317 -2.77702 1.80294
C -2.70982 2.33624 -6.87871
H 1.32231 -4.64405 -1.10859
C 2.38182 -0.98801 -9.14870
H 3.67916 -2.80961 2.88479
C -0.77053 1.09269 -6.03436
N -1.97697 1.73553 -5.78910
C -4.14282 -0.58741 4.62400
H -2.84638 1.08747 4.33258
C 1.19467 0.01044 -5.15024
N 3.91082 2.10390 -1.28468
N 1.38025 0.04023 -8.86277
C -2.40757 1.89207 -4.50166
Ba -0.25318 -0.02526 -0.41470
H 0.36960 -0.76654 -10.29998
C -1.81436 -3.69384 -0.97623
C 2.07500 -2.31809 5.97536
C 1.68082 -0.13350 -6.41455
H 1.95177 1.06300 -11.88748
H 2.59703 -5.85861 -0.85741
H 2.18231 -1.86561 -8.54279
C 2.36679 -0.36040 4.04409
H -4.23485 3.92220 -7.12195
H -3.35378 2.40153 -4.36904
C 1.25273 -3.67709 1.30527
C 1.18558 0.82610 -11.15561
C 2.91609 1.46503 -0.74295
P 2.24870 -2.12125 1.02701
C 4.45536 -4.12067 -0.10983
C -2.52165 -3.24460 0.08800
C -2.92149 0.00587 4.32263
C -0.39484 2.75453 6.46609
N 4.21658 -4.11543 1.33486
H 2.48624 0.39389 3.27067
H 1.75606 -0.33398 -4.28846
O 0.12704 0.22000 -2.68013
F -0.14902 5.08804 6.52872
H -1.16674 -2.77809 3.55387
H 5.20475 -3.36173 -0.34624
H 4.85248 -5.10298 -0.37555
C -0.17976 3.95183 5.82644
H 0.57160 -1.05514 -11.96815
S -0.75681 -2.72067 -2.00179
H 3.39799 -0.65373 -8.94235
H 4.45841 -0.40838 4.50971
H -1.12736 3.83659 -7.26650
N -3.87776 -4.97998 1.51685
C 2.76676 -2.50960 -0.72791
O -1.61850 1.64317 -1.02829
C -0.43262 1.58464 5.73158
C 2.25057 -1.32684 -10.66394
H 3.54573 -1.79709 -1.01529
H 1.02738 2.04789 -9.35070
C 1.08886 -0.85775 4.32442
C -3.18837 -2.75510 4.22966
C -2.37314 1.87270 -2.03957
C 3.82538 2.65238 -2.48269
C 1.61075 1.20657 -9.70907
F 0.22007 5.15416 3.88052
H 1.91073 -2.35631 -1.38807
H -3.29543 -3.82935 4.13863
F 2.90489 -0.67868 -6.60250
C -0.24804 1.56060 4.35652
Br 0.30119 2.96491 1.89806
N 0.97805 -0.66472 -11.12478
C 0.93050 0.26696 -7.52303
H 2.95598 -5.09717 2.68754
F -0.56402 2.73564 7.79244
C -0.53159 0.74300 -3.56711
C -3.28929 -4.23567 0.86190
C -1.81996 -0.77423 3.98756
C 3.17351 -5.10921 1.61678
C -1.76758 1.46159 -3.39015
H -0.02252 -2.23733 5.53708
N -1.99340 -6.21145 -1.67880
H -3.06489 4.20380 -5.75559
C -0.28829 0.87099 -7.33045
C 2.23572 -4.87201 -0.55905
C -1.97984 -2.15654 3.91142
C -1.92699 -5.11066 -1.34243
C 3.47953 -0.81466 4.73671
H 4.62399 -2.07359 1.59584
C -4.27484 -1.96851 4.58850
P -0.26274 -0.02652 3.37197
N 1.93584 -4.91227 0.87571
N 3.83467 3.15429 -3.53301
F -0.65216 0.46798 6.43386
H 1.95307 -3.08657 6.73019
H 0.24474 1.28107 -11.45433
C 0.95656 -1.84427 5.29345
C -3.26468 3.70862 -6.69633
H -3.29745 1.63785 -7.46267
H 2.17363 -2.39369 -10.85115
H -4.99506 0.03620 4.86801
C -2.09393 3.49222 -7.61228
O -3.46725 2.41814 -2.08077
N 2.04656 0.87773 -0.22849
N 3.26700 -3.88246 -0.91810
H 0.30131 -3.58704 0.77411
H 2.66733 1.49273 -9.69468
S -2.63997 -1.58752 0.66393
C -0.01811 2.79098 3.73829
H 1.02784 -3.74878 2.37353
H -5.23093 -2.43129 4.80079
C 0.00896 3.96907 4.46258
H -2.25073 3.55687 -8.68167
H 3.57449 -6.09025 1.35109
*
```

---

Question: Which of these has the lowest HOMO energy?
Answer: C47H35I2N5O4V

---

Question: Which of these has the highest max |F|?
Answer: C47H40BaBrF5N11O3P2S2

---

Question: Number 2 is which compound?
Answer: C47H35I2N5O4V

---

Question: The lowest LUMO energy belongs to which entry?
Answer: C47H35I2N5O4V